(1)
The following is a quantum chemistry calculation of a molecular structure, C22H28FN4O6Pt, from the OMol25 dataset.

Positions of all 62 atoms, in Å:
Pt (3.721, 1.907, -1.873)
F (1.850, 1.573, -0.842)
O (-0.917, 1.079, 2.920)
O (3.248, 4.101, -1.982)
O (-5.845, -2.476, -1.439)
O (4.208, -0.207, -1.227)
O (4.472, 2.366, 0.014)
O (-1.750, -3.783, 2.097)
N (0.657, 0.625, 1.429)
N (5.601, 3.696, 1.385)
N (1.178, 4.307, -1.353)
N (2.558, -1.321, -0.520)
C (-5.117, -3.862, 0.411)
C (-4.908, -2.758, -0.652)
C (-3.431, -1.160, -1.779)
C (-3.608, -2.143, -0.745)
C (-4.063, -4.256, 1.244)
C (-1.337, -1.785, 0.017)
C (-5.411, -6.202, 1.965)
C (2.144, 5.980, -2.850)
C (3.358, 3.003, 2.027)
C (-6.400, -4.428, 0.593)
C (-1.252, -0.767, -0.927)
C (-0.361, 1.339, 1.849)
C (4.501, 3.031, 1.057)
C (-2.247, -0.453, -1.916)
C (-2.574, -2.424, 0.161)
C (-4.197, -5.407, 2.032)
C (-2.693, -3.477, 1.308)
C (-6.555, -5.606, 1.367)
C (4.426, -2.695, -1.315)
C (2.208, 4.764, -1.992)
C (-0.884, 2.531, 0.966)
C (3.784, -1.323, -0.992)
H (-5.370, -7.104, 2.558)
H (2.135, -0.404, -0.493)
H (2.022, -2.172, -0.611)
H (1.282, 0.871, 0.675)
H (5.536, 4.524, 1.960)
H (0.310, 4.784, -1.158)
H (-7.266, -4.115, 0.029)
H (-1.278, 2.446, -0.047)
H (4.523, -2.746, -2.400)
H (-0.544, -1.930, 0.736)
H (2.888, 6.745, -2.627)
H (3.634, 2.542, 2.976)
H (-3.316, -5.735, 2.563)
H (-0.100, 3.281, 1.072)
H (-4.197, -0.965, -2.514)
H (5.418, -2.769, -0.870)
H (1.246, 6.555, -2.624)
H (0.849, -0.219, 1.949)
H (6.323, 3.607, 0.683)
H (3.069, 4.042, 2.184)
H (3.798, -3.514, -0.965)
H (-0.288, -0.282, -0.969)
H (2.371, 5.825, -3.905)
H (2.521, 2.360, 1.755)
H (1.350, 3.415, -0.909)
H (-2.153, 0.335, -2.648)
H (-7.445, -6.157, 1.634)
H (-1.681, 3.011, 1.534)

Atomic forces in eV per Å
-0.63 -0.46 -1.88
-0.43 -0.08 0.37
0.23 0.38 -0.87
0.90 0.98 -0.13
2.19 -0.63 1.93
3.09 -0.48 -0.21
1.07 0.61 1.99
-3.51 1.35 -2.85
1.59 -1.36 -0.42
0.63 0.62 0.07
-2.22 -0.27 1.42
-1.91 -1.77 0.88
-0.74 1.12 -0.24
-3.53 -1.13 -0.73
0.47 -0.44 0.23
1.09 1.46 -0.68
1.44 -0.02 0.85
-1.42 1.14 -0.41
1.73 3.01 0.32
-0.19 1.72 0.47
-0.15 0.05 0.43
0.42 -1.55 0.05
0.62 0.04 -1.30
-2.87 0.95 0.62
-1.42 -1.88 -0.91
0.28 -1.28 2.52
0.64 -0.95 1.11
-1.47 -0.84 -1.22
0.86 -1.34 0.20
2.20 -0.47 0.81
-0.13 1.15 0.19
1.97 0.28 -1.61
0.31 0.37 1.75
0.00 -0.28 -0.84
-0.62 -0.18 -0.17
-0.36 0.07 -0.26
-0.30 0.33 0.32
-0.25 0.47 -0.54
0.26 -0.29 0.05
0.29 0.05 -0.40
0.19 0.50 -0.09
0.69 -0.68 -0.05
0.07 -0.03 0.02
-0.01 -0.23 -0.05
0.57 -0.45 0.64
0.56 0.44 0.17
-0.09 -0.10 0.25
0.30 0.13 -0.71
-0.41 -0.27 0.30
-0.08 0.05 -0.05
-0.49 -0.28 -0.71
0.10 0.27 0.20
0.12 0.46 0.11
-0.39 -0.08 0.31
0.06 0.08 0.02
0.00 0.45 -0.15
-0.68 -0.57 0.04
0.11 0.49 -0.79
-0.22 -0.62 0.20
0.30 -0.09 0.00
-0.63 0.48 -0.78
-0.19 -0.41 0.19

The calculation puts the max |F| at 4.7 eV Å⁻¹. The spin multiplicity is 4. The value obtained for the HOMO energy (alpha / beta) is -5.07 / -8.72 eV. As for the total energy: -1744.6726 Eh. As for the total charge: 0.

---

(2)
The following is a quantum chemistry calculation of a molecular structure, C22H28I2N2O4P, from the OMol25 dataset.

Positions of all 59 atoms, in Å:
I (-1.860, -1.497, -2.813)
I (2.353, 0.955, -0.011)
P (0.167, 0.800, -1.171)
O (-3.207, 1.488, 3.282)
O (3.287, -0.344, -1.834)
O (-3.525, -0.537, 2.499)
O (4.988, 0.968, -2.275)
N (-3.414, 0.274, 3.430)
N (4.324, -0.063, -2.453)
C (1.456, 4.454, 0.624)
C (-0.152, 0.919, 1.841)
C (4.052, -2.173, -3.729)
C (-0.854, 1.161, 0.383)
C (-1.356, 0.625, -2.329)
C (0.148, -1.053, -0.658)
C (1.182, 3.501, -0.373)
C (-2.664, 1.513, -1.967)
C (-3.935, 0.647, -1.309)
C (5.661, -2.793, -5.426)
C (6.402, -1.642, -5.157)
C (5.972, -0.745, -4.177)
C (-3.827, -1.197, 7.398)
C (4.491, -3.061, -4.713)
C (0.434, 2.658, -1.609)
C (-3.755, -1.604, 5.015)
C (1.268, -2.024, -0.986)
C (4.793, -1.013, -3.469)
C (-3.542, -0.236, 4.800)
C (-3.897, -2.080, 6.319)
C (-3.460, 0.652, 5.881)
C (-3.606, 0.164, 7.182)
H (1.205, -2.774, -1.898)
H (2.214, -2.099, -0.284)
H (-4.509, 1.411, -0.593)
H (-0.497, 3.202, -2.043)
H (5.996, -3.485, -6.196)
H (0.349, -0.156, 1.975)
H (-4.066, -3.140, 6.496)
H (-3.816, -2.305, 4.185)
H (-1.267, 2.281, 0.403)
H (0.961, 0.387, -2.340)
H (-3.117, 1.869, -3.017)
H (7.315, -1.441, -5.715)
H (-3.551, 0.846, 8.027)
H (1.247, 2.655, -2.484)
H (-3.289, 1.715, 5.730)
H (-1.753, 0.373, 0.381)
H (1.924, 4.971, 1.593)
H (-2.466, 2.528, -1.396)
H (-0.977, 1.031, -3.389)
H (-1.070, 0.877, 2.610)
H (-4.636, 0.279, -2.192)
H (-0.716, -1.528, 0.015)
H (6.560, 0.150, -3.982)
H (0.511, 1.797, 2.240)
H (-3.946, -1.571, 8.413)
H (-3.587, -0.232, -0.622)
H (3.919, -3.961, -4.927)
H (3.139, -2.397, -3.182)

Atomic forces in eV per Å
0.10 0.93 -0.17
1.17 1.55 3.81
-0.91 -1.21 0.44
-0.49 -1.88 0.34
3.21 -1.19 -4.11
0.16 1.16 1.44
-0.62 -1.21 -0.41
0.07 0.67 -1.54
-0.77 0.65 1.05
-1.40 -5.62 -5.51
-1.55 -0.47 1.39
0.08 0.10 -0.01
-1.19 0.56 2.24
-0.82 2.23 -1.56
1.64 -3.22 0.88
0.04 6.08 5.41
-1.94 -0.32 -1.54
0.12 1.29 0.49
-0.04 0.07 0.09
-0.36 -0.09 0.20
-0.09 -0.10 -0.02
0.01 0.04 -0.13
0.28 0.35 0.05
2.08 2.50 -0.55
0.00 0.09 0.02
-0.73 0.35 0.80
0.49 -0.75 -0.71
-0.07 -0.35 0.97
0.05 0.44 -0.04
-0.03 -0.10 -0.06
-0.03 -0.28 -0.32
-0.62 0.54 2.66
-1.51 1.11 -2.46
0.95 -1.74 -1.65
1.56 -0.59 1.12
-0.06 0.13 0.15
-0.77 2.55 -0.61
0.05 0.21 -0.10
0.06 0.37 0.06
0.68 -2.47 -0.01
-0.17 0.15 0.52
0.99 -0.64 2.16
-0.17 0.00 0.13
0.01 -0.11 -0.22
-1.66 0.03 1.84
-0.03 -0.32 -0.21
1.72 1.97 -0.14
-1.17 -1.76 -2.85
-0.08 -2.49 -0.89
-0.73 -1.03 2.28
1.85 0.14 -1.56
1.49 0.65 2.10
0.85 0.83 -2.67
-0.33 -0.16 0.13
-1.05 -1.89 -1.15
0.04 0.07 -0.20
-0.64 1.61 -1.49
0.08 0.21 0.09
0.20 0.32 0.05

The calculation puts the max |F| at 8.1 eV Å⁻¹. The value obtained for the HOMO energy is -2.79 eV. As for the total energy: -2201.6284 Eh. As for the total charge: -1.

---

(3)
The following is a quantum chemistry calculation of a molecular structure, C22H28KO11S2, from the OMol25 dataset.

Positions of all 64 atoms, in Å:
K (-0.183, -0.057, -0.240)
S (-3.134, -1.064, -0.679)
S (-0.679, -1.128, -3.165)
O (2.768, -0.308, -0.199)
O (0.085, 2.844, -0.363)
O (-4.473, -1.090, -0.095)
O (-0.554, -2.396, -2.472)
O (2.442, 0.440, 2.613)
O (-2.344, 0.078, -0.203)
O (-0.116, -1.180, -4.511)
O (-0.427, -0.281, 2.767)
O (-0.157, 0.001, -2.388)
O (1.105, -1.919, 1.162)
O (-2.448, -2.332, -0.528)
C (-0.193, -2.342, 1.509)
C (-4.993, 0.175, -4.019)
C (-3.404, -0.700, -2.435)
C (-4.014, 0.171, -5.000)
C (-0.589, -1.683, 2.822)
C (3.793, 0.123, 0.654)
C (2.762, -1.678, -0.546)
C (4.032, 5.323, 1.280)
C (1.471, 4.411, 0.697)
C (-4.684, -0.267, -2.745)
C (3.818, 4.534, 0.160)
C (-2.430, -0.714, -3.416)
C (2.969, 5.665, 2.100)
C (0.345, 0.310, 3.772)
C (2.544, 4.090, -0.138)
C (1.695, 5.200, 1.822)
C (-1.084, 4.467, 0.937)
C (1.455, -2.353, -0.131)
C (-2.743, -0.282, -4.696)
C (3.250, 1.115, 1.682)
C (1.423, 1.220, 3.180)
C (0.143, 3.815, 0.348)
H (0.668, -2.114, -0.850)
H (5.027, 5.673, 1.512)
H (-5.419, -0.276, -1.953)
H (-0.302, 0.924, 4.422)
H (0.021, -2.094, 3.636)
H (2.345, 3.485, -1.011)
H (4.256, -0.714, 1.192)
H (2.860, -1.754, -1.633)
H (4.096, 1.609, 2.197)
H (0.884, 5.440, 2.493)
H (3.612, -2.191, -0.078)
H (4.575, 0.636, 0.064)
H (-4.243, 0.531, -5.995)
H (-0.213, -3.436, 1.631)
H (-1.074, 5.545, 0.788)
H (-1.964, 4.029, 0.474)
H (4.650, 4.261, -0.474)
H (2.661, 1.871, 1.152)
H (1.581, -3.447, -0.136)
H (-5.989, 0.532, -4.247)
H (-1.644, -1.903, 3.023)
H (-1.956, -0.302, -5.436)
H (-1.113, 4.260, 2.004)
H (0.845, -0.447, 4.390)
H (1.839, 1.872, 3.974)
H (-0.917, -2.089, 0.730)
H (0.958, 1.846, 2.409)
H (3.136, 6.290, 2.966)

Atomic forces in eV per Å
2.64 1.08 2.86
-1.39 -0.12 0.82
0.81 -0.28 -1.40
-0.16 0.13 0.08
-0.06 -0.24 -0.11
0.23 0.16 -0.35
-0.27 0.19 0.02
-0.04 -0.25 0.02
-2.40 0.03 -0.19
-0.35 0.18 0.23
0.10 0.16 -0.26
-0.18 0.01 -2.53
0.34 -0.08 0.32
0.02 0.18 -0.28
-0.20 0.01 0.40
0.01 0.01 -0.09
-0.10 -0.12 0.77
-0.10 0.02 0.00
0.06 -0.45 0.01
0.15 0.41 0.39
0.01 -0.43 0.03
-0.01 0.04 0.01
0.45 -0.11 -0.15
-0.19 0.02 -0.02
0.04 0.01 -0.06
0.76 -0.13 -0.13
0.08 0.01 0.11
0.45 0.47 0.12
-0.14 0.10 0.06
-0.12 -0.09 -0.21
-0.10 -0.30 -0.27
0.28 -0.02 -0.18
0.00 0.01 -0.19
0.17 -0.19 -0.29
-0.23 -0.16 0.25
-0.10 0.47 0.36
0.15 -0.44 0.00
0.08 0.04 0.02
-0.03 0.02 0.00
0.12 -0.11 -0.05
-0.04 0.04 -0.03
0.03 -0.11 -0.01
-0.09 0.03 -0.10
0.02 -0.13 0.03
-0.15 0.00 -0.18
-0.13 0.06 0.04
-0.05 0.11 -0.02
-0.06 -0.10 0.15
0.03 -0.03 -0.05
-0.16 0.07 0.02
0.06 0.06 0.04
-0.05 -0.03 0.01
0.02 0.00 -0.07
0.08 0.03 0.03
0.03 0.10 -0.19
-0.06 -0.02 0.03
0.07 -0.11 -0.02
-0.01 0.01 -0.03
-0.04 0.04 0.18
-0.08 0.04 -0.01
-0.20 -0.05 -0.15
0.03 -0.35 0.13
-0.02 0.12 0.01
0.01 0.01 0.09

The calculation puts the max |F| at 4.0 eV Å⁻¹. The value obtained for the HOMO energy is -5.59 eV. As for the total energy: -3079.1346 Eh. As for the total charge: -1.

---

(4)
The following is a quantum chemistry calculation of a single C22H28N2O2 molecule, from the OMol25 dataset.

Positions of all 54 atoms, in Å:
O (4.261, -1.788, -0.200)
O (1.970, -0.882, 1.035)
N (-5.494, -0.171, -0.299)
N (0.658, -1.702, -0.648)
C (-3.006, -1.558, -0.659)
C (4.088, 0.589, -0.755)
C (7.784, 1.147, 1.340)
C (4.660, 1.856, -0.672)
C (5.856, 2.021, 0.002)
C (-0.644, -1.381, -0.234)
C (-3.284, -0.817, 0.485)
C (-4.713, -0.540, 0.869)
C (-7.165, 2.211, 0.098)
C (3.961, 3.018, -1.313)
C (4.712, -0.495, -0.159)
C (-5.651, 2.315, -0.064)
C (-5.128, 1.115, -0.863)
C (1.839, -1.466, -0.011)
C (-6.929, -0.266, -0.120)
C (-1.704, -1.835, -1.018)
C (5.917, -0.311, 0.517)
C (6.495, 0.941, 0.603)
C (-0.912, -0.636, 0.908)
C (-7.525, 0.867, 0.725)
C (-2.223, -0.360, 1.253)
C (3.026, -2.056, -0.796)
H (2.996, -1.704, -1.839)
H (6.302, 3.004, 0.068)
H (-4.039, 1.155, -0.942)
H (3.816, 2.838, -2.377)
H (-3.827, -1.905, -1.267)
H (-5.177, 2.337, 0.920)
H (-7.538, 3.031, 0.716)
H (-7.379, -0.237, -1.119)
H (-7.128, 0.815, 1.741)
H (-5.148, -1.460, 1.275)
H (3.147, 0.483, -1.273)
H (-5.545, 1.152, -1.876)
H (-1.501, -2.411, -1.910)
H (-4.733, 0.217, 1.670)
H (-5.384, 3.238, -0.581)
H (6.381, -1.172, 0.973)
H (8.208, 0.197, 1.655)
H (-7.161, -1.237, 0.326)
H (2.938, -3.148, -0.791)
H (7.616, 1.761, 2.225)
H (2.980, 3.162, -0.862)
H (4.536, 3.932, -1.191)
H (8.506, 1.663, 0.709)
H (-2.418, 0.222, 2.143)
H (-7.639, 2.288, -0.884)
H (0.697, -2.231, -1.510)
H (-8.609, 0.750, 0.781)
H (-0.100, -0.279, 1.517)

Atomic forces in eV per Å
-0.04 0.08 0.10
0.03 0.02 0.16
0.01 -0.15 0.03
-0.08 -0.16 -0.34
0.08 0.02 0.07
-0.07 -0.30 -0.02
-0.04 0.00 0.00
0.15 0.02 0.04
-0.11 0.00 -0.05
-0.23 0.12 0.19
0.07 0.06 0.13
-0.08 -0.04 -0.03
0.12 0.00 0.29
-0.01 -0.04 0.01
0.18 0.21 -0.05
-0.09 -0.15 -0.22
0.14 0.25 0.01
0.24 -0.21 -0.28
-0.20 -0.02 0.20
0.07 0.01 0.07
-0.11 -0.07 -0.05
-0.08 -0.13 -0.04
0.26 0.02 0.07
0.01 -0.04 -0.29
-0.22 -0.13 -0.19
0.09 0.06 0.07
-0.03 -0.06 0.12
0.04 0.14 -0.01
-0.05 0.02 -0.11
-0.03 0.05 -0.07
-0.08 -0.03 -0.09
0.04 0.06 0.05
-0.05 0.02 -0.08
-0.08 -0.04 0.03
-0.03 -0.01 0.08
-0.05 0.11 0.04
-0.11 -0.04 -0.05
0.06 0.06 -0.03
0.02 -0.07 -0.10
0.01 -0.09 0.01
0.07 0.04 0.04
0.08 -0.11 0.07
0.08 -0.04 0.05
-0.01 0.00 -0.07
-0.05 0.15 -0.07
0.06 0.03 0.07
-0.07 0.07 -0.01
0.00 0.08 -0.02
0.09 0.02 0.00
-0.04 0.08 0.08
-0.06 0.04 -0.05
0.12 0.10 0.14
-0.03 -0.03 0.08
0.03 0.01 0.00

The calculation puts the max |F| at 0.4 eV Å⁻¹. The value obtained for the HOMO energy is -8.22 eV. The structure (SMILES) is Cc1cc(C)cc(OCC(=O)Nc2ccc(CN3CCCCC3)cc2)c1. As for the total energy: -1115.1292 Eh. As for the total charge: 0.